No. 1
The following is a quantum chemistry calculation of a molecular structure, C70H84BrNO2P2Sb2ScSi, from the OMol25 dataset.

Structure (XYZ):
```
164
C70H84BrNO2P2Sb2ScSi, DFT the ωB97M-V functional and the def2-TZVPD basis
Sc -0.850 -0.261 0.256
C 1.759 2.954 0.824
Si -0.013 2.215 0.878
C -0.430 2.464 2.761
C -0.686 3.754 3.238
C -0.643 4.061 4.588
C -0.257 3.089 5.498
C -0.045 1.797 5.055
C -0.208 1.455 3.711
P -0.189 -0.316 3.232
C 1.528 -0.759 3.847
C 1.709 -2.227 4.241
C 3.160 -2.534 4.624
C 4.127 -2.126 3.516
C 3.961 -0.646 3.184
C 2.525 -0.368 2.747
C -1.333 -1.275 4.376
C -1.244 -1.197 5.914
C -2.159 -0.175 6.595
C -3.593 -0.301 6.099
C -3.608 -0.097 4.588
C -2.796 -1.192 3.901
C -1.117 3.586 0.096
C -0.693 4.917 0.156
C -1.518 5.967 -0.211
C -2.798 5.701 -0.677
C -3.210 4.389 -0.819
C -2.387 3.326 -0.436
P -2.884 1.608 -0.846
C -4.409 1.233 0.164
C -4.072 1.418 1.663
C -4.741 2.665 2.230
C -6.268 2.497 2.194
C -6.725 1.733 0.935
C -5.724 1.933 -0.203
C -3.539 1.854 -2.580
C -2.632 2.751 -3.468
C -2.112 2.032 -4.711
C -3.234 1.403 -5.539
C -4.297 0.698 -4.668
C -3.808 0.494 -3.235
H 1.868 3.748 1.565
H 1.987 3.356 -0.162
H 2.511 2.194 1.048
H -0.918 4.541 2.534
H -0.874 5.064 4.925
H -0.137 3.329 6.546
H 0.261 1.041 5.766
H 1.723 -0.127 4.718
H 1.438 -2.864 3.400
H 1.064 -2.487 5.081
H 3.244 -3.605 4.822
H 3.417 -2.011 5.551
H 3.928 -2.721 2.618
H 5.153 -2.328 3.829
H 4.649 -0.364 2.386
H 4.206 -0.043 4.065
H 2.399 0.690 2.499
H 2.326 -0.947 1.841
H -0.984 -2.282 4.112
H -0.212 -1.043 6.236
H -1.541 -2.186 6.279
H -1.831 0.843 6.397
H -2.110 -0.337 7.674
H -4.225 0.445 6.585
H -3.998 -1.288 6.343
H -3.189 0.887 4.348
H -4.635 -0.129 4.215
H -2.822 -1.037 2.814
H -3.283 -2.149 4.107
H 0.312 5.135 0.499
H -1.169 6.988 -0.128
H -3.459 6.512 -0.953
H -4.180 4.198 -1.260
H -4.563 0.160 -0.011
H -2.983 1.477 1.818
H -4.425 0.550 2.223
H -4.432 3.536 1.649
H -4.410 2.833 3.256
H -6.735 3.483 2.221
H -6.599 1.956 3.082
H -7.711 2.080 0.624
H -6.811 0.664 1.148
H -5.581 3.005 -0.344
H -6.122 1.516 -1.130
H -4.505 2.348 -2.464
H -1.778 3.122 -2.900
H -3.201 3.629 -3.783
H -1.397 1.263 -4.410
H -1.562 2.744 -5.327
H -2.788 0.691 -6.237
H -3.716 2.181 -6.135
H -4.561 -0.264 -5.110
H -5.211 1.297 -4.637
H -2.897 -0.109 -3.248
H -4.565 -0.048 -2.659
C -1.797 -2.192 -2.044
C -1.319 -3.615 -2.366
C 0.108 -4.002 -1.956
Sb 1.507 -2.382 -2.348
C 2.214 -3.128 -4.217
C 1.305 -3.737 -5.077
C 1.735 -4.294 -6.271
C 3.081 -4.258 -6.608
C 3.988 -3.633 -5.766
C 3.555 -3.057 -4.580
C 3.361 -1.877 -1.398
C 3.506 -0.563 -0.977
C 4.758 -0.098 -0.596
C 5.849 -0.954 -0.611
C 5.681 -2.287 -0.965
C 4.438 -2.751 -1.367
Sb -0.233 -0.300 -2.683
C -0.512 -0.809 -4.764
C -1.561 -1.636 -5.150
C -1.698 -2.026 -6.475
C -0.792 -1.583 -7.427
C 0.238 -0.734 -7.051
C 0.375 -0.343 -5.726
C 1.414 1.184 -3.149
C 2.669 0.902 -3.685
C 3.604 1.909 -3.874
C 3.294 3.218 -3.528
C 2.052 3.513 -2.985
C 1.124 2.497 -2.793
H -1.879 -2.007 -0.937
H -2.829 -2.106 -2.393
H -1.412 -3.744 -3.447
H -1.988 -4.359 -1.913
H 0.474 -4.848 -2.537
H 0.144 -4.279 -0.913
H 0.252 -3.776 -4.825
H 1.020 -4.765 -6.933
H 3.421 -4.724 -7.524
H 5.038 -3.602 -6.025
H 4.270 -2.559 -3.936
H 2.655 0.107 -0.949
H 4.878 0.940 -0.313
H 6.830 -0.583 -0.345
H 6.529 -2.959 -0.952
H 4.311 -3.789 -1.648
H -2.285 -1.976 -4.420
H -2.515 -2.677 -6.761
H -0.897 -1.889 -8.460
H 0.943 -0.370 -7.787
H 1.168 0.336 -5.451
H 2.922 -0.119 -3.964
H 4.573 1.676 -4.298
H 4.021 4.004 -3.683
H 1.808 4.533 -2.712
H 0.153 2.732 -2.359
Br -4.651 -3.847 1.499
C -2.841 -4.172 1.961
C -2.495 -5.212 2.813
N -1.230 -5.500 3.092
C -0.267 -4.784 2.531
C -0.518 -3.693 1.701
C -1.842 -3.382 1.425
C 0.632 -2.972 1.046
O 1.730 -3.486 1.054
O 0.344 -1.841 0.444
H -3.254 -5.835 3.271
H 0.754 -5.077 2.745
H -2.109 -2.560 0.776
```

Computed properties:
E_LUMO   -2.879 eV
Spin multiplicity   1
E   -7710.27232 Ha
Net charge   +1
Relative energy (zero: lowest compared OMol25 entry of this formula, charge and spin)   159.4 kJ/mol
HOMO energy   -9.2 eV
Frontier orbital gap   0.233 Ha

No. 2
The following is a quantum chemistry calculation of a molecular structure, C70H89KN6O6Si, from the OMol25 dataset.

Structure (XYZ):
```
173
C70H89KN6O6Si, DFT the ωB97M-V functional and the def2-TZVPD basis
K 0.492 0.042 -1.204
C 0.497 0.682 5.645
C 1.737 0.768 4.760
C 2.062 -0.618 4.193
C 1.611 1.745 3.614
C 2.779 2.110 2.953
C 2.751 2.940 1.853
C 1.545 3.446 1.381
C 1.523 4.326 0.171
C 0.381 3.105 2.053
C 0.412 2.265 3.155
H 0.706 0.057 6.512
H -0.323 0.228 5.095
H 0.187 1.665 5.997
H 2.582 1.098 5.382
H 1.249 -0.964 3.561
H 2.209 -1.334 5.000
H 2.960 -0.591 3.581
H 3.722 1.718 3.310
H 3.672 3.186 1.344
H 2.272 5.115 0.252
H 0.544 4.779 0.031
H 1.752 3.728 -0.709
H -0.569 3.490 1.708
H -0.522 2.027 3.643
C -3.427 -0.201 4.309
N -3.533 -1.626 4.162
C -4.265 -2.339 5.179
C -3.988 -3.797 4.824
N -2.686 -3.707 4.215
C -2.164 -4.863 3.540
C -2.528 -2.439 3.631
N -1.596 -2.268 2.807
C -1.149 -1.069 2.151
C -1.976 -0.635 0.932
N -3.234 -0.008 1.237
C -4.384 -0.520 1.172
N -4.871 -1.828 1.096
C -4.176 -2.934 0.488
C -6.304 -1.798 0.916
C -6.689 -0.442 1.503
N -5.495 0.315 1.260
C -5.380 1.680 1.673
H -4.415 0.193 4.558
H -3.115 0.235 3.361
H -2.734 0.085 5.113
H -5.332 -2.089 5.141
H -3.889 -2.101 6.190
H -4.748 -4.179 4.118
H -3.971 -4.451 5.704
H -1.804 -5.586 4.276
H -1.340 -4.525 2.918
H -2.920 -5.349 2.910
H -0.160 -1.306 1.752
H -1.064 -0.220 2.841
H -2.056 -1.482 0.256
H -1.391 0.134 0.419
H -3.193 -3.056 0.933
H -4.060 -2.813 -0.593
H -4.764 -3.837 0.676
H -6.776 -2.643 1.433
H -6.578 -1.848 -0.150
H -6.921 -0.525 2.583
H -7.550 0.010 0.999
H -6.124 2.289 1.154
H -4.385 2.018 1.392
H -5.512 1.808 2.757
C 1.599 -2.277 -5.065
C 2.679 -2.976 -4.222
C 3.167 -4.236 -4.948
O 2.182 -3.339 -2.964
C 2.348 -2.196 -2.129
C 3.599 -1.513 -2.696
O 3.775 -2.120 -3.981
C 3.440 0.073 -2.697
O 2.458 0.469 -1.895
C 4.769 0.738 -2.287
C 6.042 0.205 -2.428
C 7.152 0.906 -1.983
C 7.013 2.160 -1.414
C 5.746 2.710 -1.290
C 4.644 1.998 -1.713
C 3.221 0.532 -4.158
C 2.013 1.142 -4.466
C 1.731 1.553 -5.756
C 2.662 1.356 -6.762
C 3.883 0.775 -6.456
C 4.165 0.373 -5.163
C 2.279 -2.494 -0.574
O 1.202 -1.846 -0.065
C 2.220 -3.998 -0.254
C 2.923 -5.004 -0.909
C 2.861 -6.316 -0.467
C 2.114 -6.651 0.648
C 1.404 -5.659 1.305
C 1.451 -4.356 0.849
C 3.591 -1.980 0.054
C 3.636 -0.667 0.501
C 4.819 -0.112 0.951
C 5.975 -0.868 1.011
C 5.930 -2.195 0.626
C 4.751 -2.743 0.150
H 0.750 -2.944 -5.195
H 2.009 -2.001 -6.034
H 1.275 -1.375 -4.556
H 2.350 -4.951 -5.012
H 3.986 -4.683 -4.390
H 3.509 -3.969 -5.945
H 1.506 -1.517 -2.300
H 4.481 -1.781 -2.106
H 6.178 -0.768 -2.877
H 8.139 0.470 -2.079
H 7.884 2.704 -1.064
H 5.625 3.697 -0.856
H 3.636 2.369 -1.595
H 1.302 1.286 -3.664
H 0.783 2.027 -5.970
H 2.441 1.656 -7.780
H 4.623 0.630 -7.235
H 5.122 -0.073 -4.943
H 3.508 -4.781 -1.787
H 3.408 -7.090 -0.995
H 2.083 -7.677 0.998
H 0.814 -5.909 2.178
H 0.885 -3.575 1.335
H 2.739 -0.075 0.449
H 4.846 0.926 1.245
H 6.905 -0.426 1.349
H 6.820 -2.812 0.685
H 4.754 -3.778 -0.161
C -0.746 -4.111 -1.612
O -0.967 -2.860 -1.044
H 0.279 -4.225 -1.966
H -1.426 -4.234 -2.462
H -0.953 -4.922 -0.891
H -0.096 -2.542 -0.595
C -2.561 -0.194 -4.518
C -3.482 0.601 -3.602
C -3.946 -0.306 -2.469
C -4.711 1.031 -4.401
Si -2.374 1.958 -2.802
O -1.254 1.337 -1.934
C -1.636 3.146 -4.129
C -0.492 3.814 -3.707
C 0.156 4.742 -4.501
C -0.330 5.024 -5.767
C -1.451 4.355 -6.223
C -2.090 3.433 -5.408
C -3.400 3.249 -1.811
C -2.692 3.860 -0.783
C -3.252 4.842 0.011
C -4.561 5.240 -0.198
C -5.290 4.644 -1.212
C -4.708 3.670 -2.010
H -3.076 -1.063 -4.942
H -1.704 -0.541 -3.949
H -2.196 0.427 -5.335
H -4.569 -1.127 -2.844
H -4.519 0.258 -1.734
H -3.078 -0.716 -1.959
H -5.117 0.181 -4.961
H -4.483 1.817 -5.115
H -5.494 1.392 -3.738
H -0.099 3.568 -2.733
H 1.046 5.245 -4.140
H 0.167 5.753 -6.396
H -1.827 4.552 -7.220
H -2.957 2.925 -5.805
H -1.679 3.530 -0.616
H -2.673 5.303 0.802
H -5.010 6.005 0.425
H -6.320 4.944 -1.384
H -5.300 3.241 -2.805
```

Computed properties:
E_LUMO   3.732 eV
Spin multiplicity   1
E   -4390.31233 Ha
Net charge   -2
Relative energy (zero: lowest compared OMol25 entry of this formula, charge and spin)   24.5 kJ/mol
HOMO energy   -2.8 eV
Frontier orbital gap   0.239 Ha

- The highest E belongs to which entry?
  C70H89KN6O6Si